[1]
Formula: C6H10ClN
Source: the OMol25 dataset
Level of theory: wB97M-V/def2-TZVPD

XYZ file:
```
18
C6H10ClN | the OMol25 dataset | wB97M-V/def2-TZVPD
C 1.997 -1.377 -0.788
C 1.833 0.100 -0.909
C 0.508 0.511 -0.864
C -0.746 -0.116 -0.326
N -0.518 -0.546 1.135
C -1.542 0.317 1.581
C -1.694 1.073 0.235
Cl -3.231 1.540 -0.408
H 1.206 -1.546 -0.048
H 3.154 -1.816 -0.632
H 1.662 -1.991 -1.811
H 2.603 0.942 -1.325
H 0.608 1.645 -1.013
H -1.251 -1.006 -0.850
H 0.337 -0.313 1.531
H -2.234 -0.440 1.576
H -1.696 0.976 2.537
H -0.997 2.047 0.378
```

Computed properties:
Relative energy (zero: lowest compared OMol25 entry of this formula, charge and spin) = 436.11 kJ/mol
SMILES = C/C=C\[C@H]1NC[C@@H]1Cl
E_LUMO = 0.94 eV
Electronic energy = -20391.950 eV
HOMO-LUMO gap = 9.62 eV
Charge = 0
HOMO energy = -0.3192 hartree

=====

[2]
Formula: C6H10F18K3O6P3
Source: the OMol25 dataset
Level of theory: wB97M-V/def2-TZVPD

XYZ file:
```
46
C6H10F18K3O6P3 | the OMol25 dataset | wB97M-V/def2-TZVPD
K 11.556 -6.695 -0.242
K 12.460 -4.051 4.448
K 12.105 -10.282 3.172
P 11.934 -2.843 0.099
F 11.942 -1.667 1.266
F 11.310 -1.747 -0.954
F 13.403 -2.368 -0.419
F 11.929 -3.982 -1.094
F 12.658 -3.991 1.023
F 10.366 -3.340 0.468
P 8.883 -11.321 1.874
F 9.295 -10.832 3.373
F 10.393 -11.967 1.786
F 8.336 -12.721 2.413
F 8.574 -11.724 0.287
F 7.371 -10.678 2.029
F 9.541 -9.883 1.375
P 10.358 -6.657 3.253
F 8.897 -6.846 3.792
F 10.742 -8.048 3.936
F 10.060 -7.407 1.837
F 11.807 -6.443 2.625
F 9.815 -5.230 2.715
F 10.641 -5.836 4.626
C 9.367 -7.309 6.886
C 7.946 -7.274 7.387
O 8.126 -7.525 8.797
C 9.348 -8.076 9.027
O 9.758 -8.610 10.036
O 10.050 -7.980 7.920
H 9.746 -6.302 6.711
H 9.485 -7.841 5.942
H 7.306 -8.031 6.934
H 7.601 -6.272 7.131
C 4.404 -7.400 6.335
O 5.147 -6.189 6.221
C 5.904 -5.981 5.054
O 5.900 -6.693 4.065
O 6.579 -4.824 5.248
C 7.036 -4.001 4.177
H 4.790 -8.195 6.972
H 4.100 -7.814 5.374
H 3.506 -7.077 6.862
H 7.162 -4.530 3.232
H 8.014 -3.631 4.485
H 6.392 -3.133 4.038
```

Computed properties:
E_LUMO = -1.75 eV
Electronic energy = -144447.147 eV
HOMO-LUMO gap = 9.09 eV
Charge = 0
HOMO energy = -0.3984 hartree

=====

[3]
Formula: C6H10F2N2
Source: the OMol25 dataset
Level of theory: wB97M-V/def2-TZVPD

XYZ file:
```
20
C6H10F2N2 | the OMol25 dataset | wB97M-V/def2-TZVPD
C -2.121 -1.693 0.682
C -2.350 -0.537 0.163
F -3.567 -0.082 -0.238
N -1.235 0.529 -0.038
C -1.580 1.882 -0.426
N -0.036 0.034 0.167
C 1.054 0.612 0.235
F 1.324 2.022 0.224
C 2.306 -0.119 0.564
C 2.440 -1.101 -0.646
H -3.092 -2.258 0.838
H -1.197 -2.018 1.190
H -0.761 2.273 -1.079
H -2.434 1.906 -1.201
H -1.749 2.558 0.347
H 3.161 0.705 0.442
H 2.227 -0.720 1.469
H 1.859 -1.973 -0.264
H 3.494 -1.460 -0.735
H 2.259 -0.562 -1.695
```

Computed properties:
Relative energy (zero: lowest compared OMol25 entry of this formula, charge and spin) = 246.61 kJ/mol
SMILES = C=C(F)N(C)/N=C(\F)CC
E_LUMO = 0.90 eV
Electronic energy = -14795.695 eV
HOMO-LUMO gap = 9.11 eV
Charge = 0
HOMO energy = -0.3018 hartree

=====

[4]
Formula: C6H10FP
Source: the OMol25 dataset
Level of theory: wB97M-V/def2-TZVPD

XYZ file:
```
18
C6H10FP | the OMol25 dataset | wB97M-V/def2-TZVPD
C 0.031 -0.692 0.547
C -0.014 0.107 -0.568
C -1.050 -0.873 1.371
C -1.239 0.903 -0.914
C 1.371 -1.276 1.032
C 1.157 0.285 -1.528
F -1.155 2.988 0.724
P -2.161 1.675 0.519
H -2.130 -0.753 1.113
H -0.938 -1.186 2.479
H -0.818 1.741 -1.638
H -2.108 0.304 -1.323
H 1.757 -1.691 0.097
H 1.244 -1.963 1.847
H 1.949 -0.416 1.416
H 1.367 1.328 -1.500
H 0.791 -0.142 -2.488
H 1.946 -0.338 -1.187
```

Computed properties:
Relative energy (zero: lowest compared OMol25 entry of this formula, charge and spin) = 0.00 kJ/mol
E_LUMO (spin up / spin down) = 1.03 / -0.82 eV
Electronic energy = -18387.407 eV
HOMO-LUMO gap (spin up / spin down) = 8.02 / 8.87 eV
2S+1 = 3
Charge = 0
HOMO energy (spin up / spin down) = -0.2566 / -0.3561 hartree

=====

[5]
Formula: C6H10N
Source: the OMol25 dataset
Level of theory: wB97M-V/def2-TZVPD

XYZ file:
```
17
C6H10N | the OMol25 dataset | wB97M-V/def2-TZVPD
C 2.581 0.517 0.190
C 1.953 -0.633 -0.039
C 0.796 -1.218 -0.038
C -0.473 -1.880 -0.020
N -0.399 -0.356 -0.125
C -0.608 0.442 -1.221
C -0.575 0.236 1.233
H 2.712 0.683 1.312
H 3.193 0.924 -0.567
H -0.856 -2.438 -0.897
H -0.832 -2.256 0.944
H 0.107 1.213 -1.162
H -0.553 -0.161 -2.136
H -1.615 0.808 -1.397
H 0.313 0.004 1.768
H -0.667 1.245 1.220
H -1.506 -0.170 1.760
```

Computed properties:
Relative energy (zero: lowest compared OMol25 entry of this formula, charge and spin) = 355.63 kJ/mol
SMILES = C=C=C1C[N+]1(C)C
E_LUMO = -3.77 eV
Electronic energy = -7862.662 eV
HOMO-LUMO gap = 11.04 eV
Charge = +1
HOMO energy = -0.5439 hartree

=====

[6]
Formula: C6H10N
Source: the OMol25 dataset
Level of theory: wB97M-V/def2-TZVPD

XYZ file:
```
17
C6H10N | the OMol25 dataset | wB97M-V/def2-TZVPD
C -2.490 -0.714 -0.389
C -1.461 -0.013 -0.076
C -0.878 1.321 -0.453
C 0.497 0.684 -0.213
C 1.972 0.707 -0.756
N -0.042 -0.454 0.315
C 0.751 -1.117 1.439
H -3.445 -0.270 -0.819
H -2.611 -1.808 -0.084
H -1.092 1.697 -1.431
H -1.025 1.903 0.455
H 1.779 0.308 -1.863
H 2.605 0.012 -0.297
H 2.423 1.625 -0.852
H 1.366 -0.372 2.065
H 0.176 -1.681 2.089
H 1.475 -1.827 0.870
```

Computed properties:
Relative energy (zero: lowest compared OMol25 entry of this formula, charge and spin) = 204.62 kJ/mol
SMILES = C=C1CC(C)=[N+]1C
E_LUMO = -4.86 eV
Electronic energy = -7864.227 eV
HOMO-LUMO gap = 9.63 eV
Charge = +1
HOMO energy = -0.5325 hartree

=====

[7]
Formula: C6H10N
Source: the OMol25 dataset
Level of theory: wB97M-V/def2-TZVPD

XYZ file:
```
17
C6H10N | the OMol25 dataset | wB97M-V/def2-TZVPD
C -0.203 1.072 0.978
C 1.174 1.020 0.804
C -1.159 0.474 -0.232
C 0.042 -0.304 0.093
C -2.630 -0.131 0.218
C 2.471 -0.731 -0.550
N 1.344 0.219 -0.458
H -0.737 1.292 1.921
H -1.141 1.177 -1.069
H -0.177 -1.247 0.509
H -3.355 0.155 -0.604
H -2.965 0.306 1.167
H -2.504 -1.207 0.426
H 3.324 -0.106 -0.823
H 2.828 -1.327 0.406
H 2.388 -1.455 -1.382
H 1.300 0.795 -1.404
```

Computed properties:
Relative energy (zero: lowest compared OMol25 entry of this formula, charge and spin) = 459.10 kJ/mol
E_LUMO = -3.75 eV
Electronic energy = -7861.590 eV
HOMO-LUMO gap = 9.74 eV
Charge = +1
HOMO energy = -0.4956 hartree

=====

[8]
Formula: C6H10N
Source: the OMol25 dataset
Level of theory: wB97M-V/def2-TZVPD

XYZ file:
```
17
C6H10N | the OMol25 dataset | wB97M-V/def2-TZVPD
C -1.238 -0.047 0.089
C -0.061 0.836 -0.070
C 0.603 -1.381 -0.378
C 1.084 -0.062 -0.240
C -2.665 0.435 0.239
C 2.388 0.276 0.208
N -0.804 -1.499 -0.105
H -0.201 1.202 -1.108
H 0.024 1.829 0.521
H 0.739 -2.000 -1.353
H 1.104 -1.987 0.421
H -2.777 1.520 0.476
H -3.089 -0.318 0.864
H -3.266 0.156 -0.702
H 3.105 -0.561 0.024
H 2.326 0.315 1.284
H 2.729 1.284 -0.171
```

Computed properties:
Relative energy (zero: lowest compared OMol25 entry of this formula, charge and spin) = 275.86 kJ/mol
E_LUMO = -6.31 eV
Electronic energy = -7863.489 eV
HOMO-LUMO gap = 7.59 eV
Charge = +1
HOMO energy = -0.5106 hartree

=====

Question: What is the formula in the third record?
Answer: C6H10F2N2